[1]
ORCA calculation (the ωB97M-V functional and the def2-TZVPD basis) on 8 unconnected molecules or ions with the total composition C52H39BCl2F5NO16.

Structure (XYZ):
```
116
C52H39BCl2F5NO16 (the ωB97M-V functional and the def2-TZVPD basis)
Cl 2.8641 -4.1904 -2.5640
Cl -0.4890 -5.8248 -0.5005
F -1.4468 -1.5116 2.9319
F -0.9938 -3.4087 3.9086
F 1.6408 -1.8947 4.4478
F 0.9415 -0.8079 2.6699
F -0.7878 -1.5345 5.0036
O 3.6195 -4.3976 0.4663
O 3.3308 2.6190 8.7738
O -2.4980 1.4843 -0.3574
O 0.9762 -5.5230 3.2387
O -3.1403 -1.5266 -5.3820
O 1.4794 -4.2868 -7.5172
O 5.0230 -0.6585 4.9804
O 1.8021 4.4792 -4.6052
O -9.8652 3.7336 -8.0868
O -3.1558 4.1998 -2.7704
O 0.0614 0.7899 -8.0051
O -6.0859 1.7775 3.5203
O -6.1805 0.4269 -6.2174
O 8.0941 1.9964 8.0471
O -6.1770 1.0759 -1.9153
O 10.1846 5.2136 11.6933
N 2.5581 -2.7349 1.6951
C 8.5766 2.7322 8.8831
C -7.1030 1.5087 -8.0935
C -4.1855 1.0292 -3.1620
C 5.0252 2.0814 7.2336
C -8.0153 1.8196 -5.7429
C 1.3509 -3.1560 2.4583
C -5.8741 -0.8648 -3.2179
C 0.6683 4.4103 -4.1861
C 3.3328 -0.1163 6.5193
C -4.5284 2.4120 0.3944
C 9.9016 3.3678 8.6782
C -3.1544 0.7893 1.7892
C 7.8553 3.0319 10.1456
C -7.0253 1.1836 -6.6480
C -5.4708 0.4590 -2.6896
C 3.1136 -4.4907 4.1900
C 1.2769 -6.3941 -2.8720
C 0.3838 -0.3739 -7.8927
C -5.1172 -1.5102 -4.0984
C -9.0229 2.9762 -7.6594
C 9.7067 4.4779 10.8592
C 1.2440 -3.7276 0.0634
C 4.6401 0.0980 5.8489
C 0.8573 -2.0023 3.3253
C 2.9028 0.7040 7.4733
C 0.9327 -4.8825 -0.8618
C -4.0534 0.8658 2.7656
C -8.0296 2.3393 -8.5626
C 5.4539 1.2594 6.2804
C 0.2595 3.3515 -3.2284
C 10.4260 4.1770 9.5941
C -5.2653 1.7149 2.6309
C -0.9855 3.2802 -2.7634
C -3.8324 -0.9429 -4.5733
C -2.0168 4.2604 -3.1885
C 1.5955 -5.2202 -1.9887
C -0.6242 -2.1217 3.8085
C 8.3788 3.8423 11.0610
C 0.3621 -3.5238 1.3199
C -3.4250 0.3750 -4.0344
C -8.9420 2.6502 -6.2120
C 3.7176 1.8693 7.9016
C -5.4312 2.4772 1.3692
C -0.5332 -1.3729 -7.2890
C 2.0707 -2.1234 -8.2258
C -0.1748 -2.6475 -7.1622
C 2.6528 -3.6833 0.6699
C -0.3678 5.3882 -4.6093
C 1.1522 -3.1240 -7.6234
C -1.6122 5.3195 -4.1456
C -3.3233 1.5593 0.5323
C 1.7151 -0.8482 -8.3510
B 1.7986 -4.4404 3.3336
H -7.9342 1.5708 -4.6916
H -0.2965 -2.6774 1.1196
H -1.4973 -1.0112 -6.9580
H -8.1087 2.5937 -9.6118
H 1.3853 -7.3227 -2.3022
H 7.8732 4.0792 11.9883
H -0.2605 -4.3694 1.5866
H 2.9114 -4.8607 5.1992
H -0.8293 -3.3904 -6.7237
H 3.6001 -3.5173 4.2939
H -4.6310 2.9613 -0.5319
H 1.1525 -2.8071 -0.5222
H 5.5938 2.9371 7.5668
H -6.8234 -1.2521 -2.8693
H 10.4051 3.1321 7.7493
H 0.2501 -6.3386 -3.2403
H -3.9553 0.3160 3.6935
H -3.9150 1.9981 -2.7651
H -2.4853 0.7713 -4.4004
H 1.2973 -6.2648 3.7655
H 3.4114 -2.5942 2.2225
H 3.0335 -2.4962 -8.5513
H -2.2697 0.1732 1.8550
H -1.3070 2.5202 -2.0603
H 6.8889 2.5590 10.2702
H 1.0313 2.6515 -2.9348
H 1.9614 -6.4326 -3.7162
H -0.0462 6.1492 -5.3087
H 1.9538 0.5710 7.9770
H -5.4033 -2.4647 -4.5213
H -6.3250 3.0825 1.2931
H 3.8405 -5.1560 3.7110
H -2.3841 6.0201 -4.4378
H 6.4074 1.3893 5.7865
H 2.3656 -0.1001 -8.7860
H -9.6748 3.1275 -5.5741
H 11.3904 4.6526 9.4700
H -6.3672 1.0333 -8.7296
H 2.7680 -0.9735 6.1860
```

The SMILES is CB(O)[C@]1(C(F)(F)C(F)(F)F)C[C@H](/C(Cl)=C(/C)Cl)C(=O)N1.O=C1C=CC(=O)C=C1.O=C1C=CC(=O)C=C1.O=C1C=CC(=O)C=C1.O=C1C=CC(=O)C=C1.O=C1C=CC(=O)C=C1.O=C1C=CC(=O)C=C1.O=C1C=CC(=O)C=C1.

Here are the Mulliken charges for atoms 1 to 99, given in e: -0.210, -0.232, -0.182, -0.235, -0.179, -0.309, -0.295, -0.629, -0.567, -0.466, -0.659, -0.558, -0.560, -0.554, -0.561, -0.543, -0.551, -0.565, -0.555, -0.369, -0.500, -0.615, -0.537, -0.341, 0.375, -0.387, 0.260, -0.381, -0.234, 0.870, -0.425, 0.299, -0.151, -0.160, -0.384, -0.361, -0.219, 0.362, 0.111, -0.897, -1.330, 0.358, -0.411, 0.307, 0.346, 0.405, 0.511, 0.279, -0.542, -0.208, -0.220, -0.381, -0.318, -0.509, -0.363, 0.104, -0.179, 0.262, 0.403, 0.567, 0.427, -0.375, -1.563, -0.239, -0.418, 0.276, -0.478, -0.350, -0.404, -0.319, 0.263, -0.457, 0.372, -0.396, 0.292, -0.363, 0.515, 0.434, 0.271, 0.536, 0.397, 0.319, 0.412, 0.591, 0.320, 0.478, 0.206, 0.370, 0.581, 0.445, 0.421, 0.424, 0.341, 0.467, 0.049, 0.641, 0.289, 0.287, 0.412

***

[2]
ORCA calculation (the ωB97M-V functional and the def2-TZVPD basis) on a molecular structure, C52H40AsN2O2PRuS.

Structure (XYZ):
```
100
C52H40AsN2O2PRuS (the ωB97M-V functional and the def2-TZVPD basis)
Ru 0.0070 -0.0971 -0.3107
As 0.3915 -2.6880 0.4696
S 3.4413 -0.2571 -1.0897
P -2.3569 0.0168 -0.4327
O 3.1194 -1.2130 -2.1048
O 4.5640 -0.4548 -0.2102
N 0.7706 0.3256 1.4931
N 2.1061 -0.0443 -0.1664
C -0.3105 -0.9833 -3.7602
C -0.1141 -2.6084 2.3321
C -1.7124 -6.3151 0.0603
C 2.0770 0.2249 1.1671
C -2.6725 1.7270 -0.8405
C 0.3739 0.6369 2.7353
C -0.4138 -2.3569 5.0660
C 2.8840 2.8482 -3.5510
C 0.8673 2.7566 -0.4899
C -0.9640 -0.2487 -2.7519
C 4.4297 3.5565 -1.8613
C 0.2567 -4.9189 -1.3093
C 4.4049 2.2892 -1.2946
C -1.3686 -2.3598 2.8588
C -1.4974 -2.9500 -3.0946
C 3.4739 -3.3592 3.0819
C -1.1643 -6.8449 -1.0977
C -3.8747 -0.6817 0.2290
C -1.6096 3.8878 -1.1187
C 1.0010 -2.7555 3.1632
C 3.6947 5.2261 -3.6016
C -2.1206 -2.2557 -2.0875
C 2.1673 -3.1610 1.0716
C 2.2590 -3.0846 2.4662
C -0.1751 -6.1484 -1.7806
C -3.9065 2.2765 -1.0858
C -4.1821 -0.4881 1.5753
C 0.8410 -2.6193 4.5379
C -1.5210 -2.2370 4.2344
C 4.5696 -3.7194 2.3130
C 4.4634 -3.8126 0.9322
C 2.6632 0.6800 3.4148
C -4.8147 -1.2665 -0.6194
C 3.2589 -3.5274 0.3031
C -1.8692 -0.8794 -1.9097
C -0.4416 4.6910 -1.0942
C -0.2900 -4.3929 -0.1423
C -6.0344 -1.6872 -0.1117
C -0.5735 -2.3182 -3.9319
C 3.6012 1.3154 -1.8620
C -1.4962 2.5075 -0.8327
C 3.0785 0.3795 2.1399
C 3.6695 3.8551 -2.9877
C -2.8863 4.4300 -1.3915
C 1.2989 0.8205 3.7278
C -0.2252 1.9203 -0.5320
C -6.3265 -1.5120 1.2333
C 2.8438 1.5841 -2.9945
C -1.2731 -5.0892 0.5458
C -4.0106 3.6477 -1.3741
C 0.7628 4.1376 -0.7794
C -5.4045 -0.9053 2.0757
H 2.6921 5.6566 -3.6307
H 5.0602 4.3218 -1.4257
H 1.6899 -2.7250 5.2008
H -4.5968 -1.3896 -1.6725
H 2.2405 0.7964 -3.4277
H -7.2798 -1.8411 1.6246
H -0.5337 -2.2599 6.1370
H 1.8455 2.3702 -0.2493
H 1.0188 -4.3701 -1.8525
H -1.6886 -4.6944 1.4646
H -0.8560 0.8295 -2.7346
H 5.5137 -3.9356 2.7951
H -2.4762 -6.8607 0.5987
H -3.4660 -0.0087 2.2323
H -2.9645 5.4897 -1.6020
H -4.9807 4.0814 -1.5741
H 2.2975 3.0641 -4.4362
H -4.7978 1.6617 -1.0512
H 0.2600 -6.5637 -2.6802
H -2.2280 -2.2725 2.2070
H 3.1903 -3.5665 -0.7732
H -2.7946 -2.7768 -1.4198
H -2.5012 -2.0588 4.6585
H 4.1142 0.2525 1.8731
H 3.4030 0.8132 4.1936
H 0.9761 1.0629 4.7289
H 3.5685 -3.3040 4.1588
H 4.3402 5.9004 -3.0417
H 5.0045 2.0518 -0.4259
H -1.7149 -4.0022 -3.2235
H -0.6919 0.7192 2.9000
H -1.5026 -7.8042 -1.4659
H -5.6400 -0.7536 3.1206
H -0.0777 -2.8766 -4.7141
H 1.6572 4.7470 -0.7487
H -0.5272 5.7474 -1.3174
H 0.3836 -0.4753 -4.4167
H 4.0590 5.1832 -4.6289
H -6.7594 -2.1464 -0.7701
H 5.3235 -4.0950 0.3405
```

Its spin multiplicity is 2. As for the net charge: +1. Its relative energy (zero: lowest compared OMol25 entry of this formula, charge and spin) is 8.1 kcal per mole.

Here are the Mulliken charges for atoms 1 to 99, given in e: -1.485, 1.326, 1.680, 3.150, -0.762, -0.799, 1.055, 0.493, -0.701, -0.347, -0.704, 0.600, -0.396, -0.570, -1.129, -0.718, 0.398, 0.226, -0.808, -0.510, -0.409, -0.022, -0.827, -0.813, -0.617, 0.610, 0.783, 0.223, -1.557, -0.970, -0.042, 0.860, -0.865, -0.534, -0.337, -0.238, -0.806, -0.942, -0.733, -0.687, -0.384, -0.851, 0.059, -1.141, 1.059, -0.818, -0.999, -0.864, -0.001, -1.306, 1.031, -0.818, -1.186, 0.764, -0.653, -0.272, -0.282, -1.035, -1.260, -0.762, 0.322, 0.348, 0.449, 0.541, 0.653, 0.412, 0.421, 0.717, 0.423, 0.338, 0.553, 0.435, 0.450, 0.424, 0.447, 0.420, 0.421, 0.527, 0.441, 0.660, 0.348, 0.420, 0.502, 0.694, 0.465, 0.486, 0.409, 0.368, 0.521, 0.501, 0.416, 0.414, 0.464, 0.435, 0.569, 0.441, 0.483, 0.397, 0.467

***

[3]
ORCA calculation (the ωB97M-V functional and the def2-TZVPD basis) on 9 unconnected molecules or ions with the total composition C52H41BrNO17.

Structure (XYZ):
```
112
C52H41BrNO17 (the ωB97M-V functional and the def2-TZVPD basis)
Br 4.3965 -5.9444 6.5481
O -1.3253 -0.9145 1.6456
O 3.9115 2.4458 2.9151
O -12.2274 -2.8482 -5.5467
O -7.3304 -0.9206 -6.1046
O -4.0004 -1.3922 -12.0802
O -6.7741 2.6624 -6.1540
O -6.4302 0.4140 2.0803
O 8.6069 2.6553 5.7764
O 4.6051 5.0828 0.4185
O -8.1593 -2.3541 -8.9510
O 2.0776 -4.5887 6.6500
O -3.8600 2.1017 -1.7719
O 4.7788 -2.3914 4.1982
O 1.0930 0.7249 -1.2191
O 9.2023 7.5624 -0.4405
O 3.8738 0.5030 6.7514
O 6.6656 -4.8990 -0.0617
N 3.1721 -2.0938 6.5806
C -5.6068 1.1918 -4.7279
C -11.1085 -2.4068 -5.6826
C 1.8974 -2.2462 7.3441
C -5.7592 3.6998 -4.3029
C 8.1505 6.9991 -0.2456
C 4.9761 1.0095 6.5380
C -4.6012 -0.7454 2.9981
C -8.4561 -1.3664 -5.9880
C -4.5300 2.2259 -2.7798
C -9.5734 -0.8683 -6.8230
C -10.8044 -1.3477 -6.6770
C -7.1604 -2.6417 -11.0626
C 5.6575 5.6549 0.2183
C 6.8804 5.2904 0.9780
C 5.7686 6.7383 -0.7888
C 1.7370 1.1235 -0.2756
C -8.7529 -2.4223 -4.9896
C -4.8748 1.0592 -3.6244
C 3.3398 -4.5015 7.2449
C 3.0698 1.7564 -0.4604
C -3.3189 -1.0780 2.8893
C 3.2603 2.0644 1.9587
C 1.9299 1.4419 2.1483
C -6.1167 -2.3998 -11.8498
C -5.2631 0.1129 1.9745
C 6.9232 7.3619 -1.0040
C -5.0279 3.5582 -3.2019
C 6.3037 2.6080 5.2738
C 5.7940 -2.2024 2.0758
C 5.1146 2.0669 5.5257
C 7.3622 1.1069 7.0355
C 5.6820 -5.0842 2.0699
C 4.1087 -3.2065 6.9155
C 3.7764 2.1942 0.5776
C 7.5226 2.1745 6.0026
C 5.2260 -4.4397 3.1375
C -9.9816 -2.9084 -4.8484
C 6.2425 -4.3287 0.9139
C -4.4372 0.5786 0.8313
C -4.9525 -1.6107 -11.3650
C 6.1723 0.5657 7.2802
C -5.0035 -1.1013 -9.9693
C 1.2177 0.9983 1.1162
C -6.1069 2.5282 -5.1530
C -2.4997 -0.6085 1.7441
C 8.0361 5.9116 0.7655
C 1.2101 -3.4620 6.7636
C 6.2618 -2.8398 1.0062
C 5.2378 -2.9593 3.2154
C -6.0462 -1.3430 -9.1802
C -7.2047 -2.1334 -9.6677
C -3.1551 0.2420 0.7245
H 6.7668 4.4969 1.7068
H -6.0559 -2.7573 -12.8698
H 2.1604 -2.3351 8.3966
H 5.6784 -6.1630 1.9819
H 2.9405 -2.1298 5.5856
H 6.0298 -0.2061 8.0273
H -4.1454 -0.5266 -9.6443
H 4.8057 -4.9034 4.0230
H 7.0336 8.1560 -1.7314
H 6.6740 -2.3202 0.1507
H -9.3258 -0.0992 -7.5421
H 4.6805 -2.9043 7.7934
H -4.7597 4.3910 -2.5644
H 4.7890 -3.3237 6.0811
H 4.7461 2.6583 0.4748
H 5.7918 -1.1230 2.1621
H -2.8127 -1.7015 3.6155
H 6.4360 3.3804 4.5274
H 1.2749 -1.3688 7.1800
H 4.8614 6.9826 -1.3264
H 3.6082 -1.1642 6.7655
H -7.9152 -2.7653 -4.3956
H 0.2467 0.5320 1.2300
H -4.9295 1.2021 0.0987
H -5.8764 0.3555 -5.3586
H 0.3195 -3.7189 7.3397
H 1.5788 1.3702 3.1708
H -6.1364 4.6581 -4.6366
H 8.2620 0.8104 7.5590
H -10.2293 -3.6801 -4.1308
H -8.0205 -3.2129 -11.3879
H 3.4190 1.8397 -1.4817
H -2.5434 0.5745 -0.1050
H 3.2926 -4.6751 8.3206
H 8.9428 5.6681 1.3048
H 0.8774 -3.2229 5.7484
H 4.2192 2.3628 4.9978
H -6.1150 -0.9821 -8.1614
H -4.4963 0.1013 -3.2892
H -5.2261 -1.0727 3.8194
H -11.6405 -1.0004 -7.2702
```

As for the net charge: +1.

Here are the Mulliken charges for atoms 1 to 99, given in e: -0.134, -0.613, -0.571, -0.546, -0.491, -0.541, -0.542, -0.533, -0.513, -0.489, -0.464, -0.327, -0.520, -0.397, -0.552, -0.523, -0.819, -0.504, 0.315, -0.280, 0.280, -0.530, -0.510, 0.338, 0.759, -0.438, 0.408, 0.414, -0.172, -0.413, -0.401, 0.313, -0.173, -0.318, 0.261, -0.423, -0.296, 0.202, -0.557, -0.499, 0.493, -0.469, -0.416, 0.221, -0.423, -0.433, -0.334, -0.486, -0.610, -0.482, -0.434, -0.610, -0.340, 0.238, 0.004, -0.390, 0.240, -0.222, 0.317, -0.314, -0.478, -0.140, 0.330, 0.432, -0.411, -0.566, -0.414, 0.419, 0.011, 0.317, -0.255, 0.449, 0.406, 0.385, 0.459, 0.349, 0.426, 0.427, 0.081, 0.405, 0.436, 0.449, 0.297, 0.437, 0.250, 0.402, 0.536, 0.437, 0.523, 0.385, 0.427, 0.036, 0.415, 0.510, 0.467, 0.555, 0.369, 0.489, 0.415

***

| no. | E_tot (eV) |
| --- | --- |
| 1 | -128109.5838 |
| 2 | -145189.1171 |
| 3 | -160913.5200 |